This record from the OMol25 dataset describes an isolated molecule of C2H7N3S at a distorted geometry. The level of theory is wB97M-V/def2-TZVPD.

Geometry as XYZ:
```
13
Properties=species:S:1:pos:R:3:forces:R:3
S -0.453 -0.111 -1.603 0.666 0.087 0.739
N -0.277 -1.276 0.950 -0.947 1.408 -0.714
N -0.898 0.954 0.870 -0.658 -0.182 1.010
N -1.150 0.796 2.296 2.685 1.673 -0.725
C -0.568 -0.208 0.271 1.260 -0.917 -1.201
C 1.397 -0.116 -2.028 -0.558 -0.244 0.464
H 1.990 -0.769 -1.319 -0.801 0.590 -1.086
H -1.589 -0.098 2.397 -0.267 -0.716 0.001
H 1.375 -0.445 -3.087 0.215 -0.287 0.828
H -1.247 1.786 0.376 0.281 -1.021 0.565
H -0.252 -2.049 0.307 0.467 -0.371 -0.241
H 1.814 0.896 -2.058 -0.263 -0.159 0.392
H -0.142 0.642 2.629 -2.081 0.139 -0.033
```
Positions in Å, forces in eV/Å.

Computed properties:
SMILES   [H]/N=C(/NN)SC
Multiplicity   1
Orbital gap   0.3643 Ha
E   -642.80238 hartree